{"formula": "C30H28F5N2O2RhSSi", "method": "wB97M-V/def2-TZVPD", "elements": ["Rh", "C", "Si", "C", "N", "C", "C", "C", "C", "C", "C", "C", "C", "C", "C", "C", "C", "C", "C", "C", "C", "C", "H", "H", "H", "H", "H", "H", "H", "H", "H", "H", "H", "H", "H", "H", "H", "H", "H", "H", "H", "H", "H", "H", "H", "H", "O", "N", "C", "C", "C", "C", "C", "S", "H", "H", "H", "H", "F", "C", "C", "F", "C", "F", "C", "O", "C", "F", "C", "F"], "xyz": [[1.0806, -0.3306, -0.3043], [-0.7741, -1.1360, -1.3997], [-2.0390, -0.1096, -0.5567], [-1.5198, 1.6240, -1.1091], [-0.0743, 1.8133, -0.8118], [0.7004, 2.4221, -1.9290], [0.7790, 3.9565, -1.8644], [-0.4193, 4.5525, -1.1341], [-0.4588, 4.0336, 0.3103], [0.1246, 2.6142, 0.4137], [-3.8327, -0.4052, -1.0281], [-4.7298, -1.0182, -0.1512], [-6.0463, -1.2567, -0.5217], [-6.4917, -0.8818, -1.7814], [-5.6160, -0.2709, -2.6689], [-4.3008, -0.0391, -2.2934], [-1.8996, -0.1778, 1.3168], [-1.1091, -1.1084, 1.9931], [-0.9787, -1.0705, 3.3780], [-1.6522, -0.1083, 4.1109], [-2.4649, 0.8151, 3.4590], [-2.5832, 0.7778, 2.0802], [-0.7223, -0.8941, -2.4609], [-0.6852, -2.2102, -1.2477], [-2.1307, 2.4169, -0.6684], [-1.6727, 1.6927, -2.1894], [0.2395, 2.0907, -2.8599], [1.7104, 2.0172, -1.8999], [0.8587, 4.3537, -2.8777], [1.6943, 4.2509, -1.3430], [-1.3368, 4.2821, -1.6622], [-0.3699, 5.6422, -1.1414], [-1.4776, 4.0706, 0.7026], [0.1382, 4.6842, 0.9535], [-0.3108, 2.0785, 1.2585], [1.1998, 2.6572, 0.5798], [-4.3968, -1.3082, 0.8395], [-6.7252, -1.7338, 0.1739], [-7.5185, -1.0650, -2.0715], [-5.9582, 0.0234, -3.6531], [-3.6299, 0.4326, -3.0046], [-0.5771, -1.8730, 1.4387], [-0.3425, -1.7896, 3.8786], [-1.5480, -0.0739, 5.1878], [-2.9987, 1.5647, 4.0298], [-3.2169, 1.5085, 1.5855], [1.5388, -2.2351, 0.5279], [1.9378, -3.2195, -0.2742], [1.9562, -4.4634, 0.2684], [2.3670, -5.5413, -0.4537], [2.7755, -5.3424, -1.7807], [2.7490, -4.0837, -2.3112], [2.3214, -2.9730, -1.5518], [2.3076, -1.3901, -2.1889], [1.6244, -4.4908, 1.2947], [2.3704, -6.5192, 0.0034], [3.1066, -6.1785, -2.3818], [3.0529, -3.8911, -3.3297], [6.6228, -0.5090, 3.3470], [5.6622, -0.1445, 2.4901], [5.9869, 0.2744, 1.2112], [7.2692, 0.3110, 0.8392], [4.9972, 0.6476, 0.3232], [5.3420, 1.0464, -0.9050], [3.6397, 0.6267, 0.6736], [2.6984, 0.9959, -0.1630], [3.3561, 0.1953, 1.9772], [2.0607, 0.1464, 2.3549], [4.3343, -0.1845, 2.8708], [4.0056, -0.5921, 4.1013]], "forces_ev_per_a": [[0.3, -0.3, -0.3], [-0.1, 0.1, 0.0], [-0.1, 0.2, 0.2], [0.0, -0.1, 0.0], [0.1, 0.0, -0.1], [0.0, 0.0, 0.0], [0.0, 0.0, 0.0], [0.0, 0.0, 0.0], [0.0, 0.0, 0.0], [0.0, 0.0, 0.0], [0.0, 0.0, 0.0], [0.0, 0.0, 0.0], [0.0, 0.0, 0.0], [0.0, 0.0, 0.0], [0.0, 0.0, 0.0], [0.0, 0.0, 0.0], [0.0, 0.0, 0.0], [0.0, 0.0, 0.0], [0.0, 0.0, 0.0], [0.0, 0.0, 0.0], [0.0, 0.0, 0.0], [0.0, 0.0, 0.0], [0.1, 0.0, 0.0], [0.0, 0.0, 0.0], [0.0, 0.0, 0.0], [0.0, 0.0, 0.0], [0.0, 0.0, 0.0], [0.0, 0.0, 0.0], [0.0, 0.0, 0.0], [0.0, 0.0, 0.0], [0.0, 0.0, 0.0], [0.0, 0.0, 0.0], [0.0, 0.0, 0.0], [0.0, 0.0, 0.0], [0.0, 0.0, 0.0], [0.0, 0.0, 0.0], [0.0, 0.0, 0.0], [0.0, 0.0, 0.0], [0.0, 0.0, 0.0], [0.0, 0.0, 0.0], [0.0, 0.0, 0.0], [0.0, 0.0, 0.0], [0.0, 0.0, 0.0], [0.0, 0.0, 0.0], [0.0, 0.0, 0.0], [0.0, 0.0, 0.0], [-0.1, -0.1, 0.0], [0.0, 0.0, 0.0], [0.0, 0.1, 0.0], [0.0, 0.0, 0.0], [0.0, 0.0, 0.0], [0.0, 0.0, 0.0], [0.0, -0.1, 0.0], [-0.1, 0.1, 0.1], [0.0, 0.0, 0.0], [0.0, 0.0, 0.0], [0.0, 0.0, 0.0], [0.0, 0.0, 0.0], [0.0, 0.0, 0.0], [0.0, 0.0, 0.0], [0.0, 0.0, 0.0], [0.0, 0.0, 0.0], [-0.1, 0.0, 0.0], [0.0, 0.0, 0.0], [0.1, -0.1, 0.1], [-0.2, 0.2, 0.0], [-0.1, 0.0, -0.2], [0.0, 0.0, 0.1], [0.0, 0.0, 0.1], [0.0, 0.0, 0.0]], "mulliken_spin": [2.649, 0.631, -0.192, 0.011, 0.099, -0.010, 0.003, 0.002, 0.007, 0.018, 0.033, 0.001, -0.002, 0.005, 0.003, -0.009, 0.014, 0.035, 0.013, 0.003, 0.004, 0.005, 0.010, -0.019, 0.000, -0.007, 0.002, -0.004, 0.000, 0.000, -0.001, -0.001, 0.001, -0.001, 0.002, 0.003, 0.002, 0.000, 0.000, 0.000, 0.000, -0.022, 0.000, 0.000, 0.000, 0.000, 0.170, -0.003, -0.008, 0.014, -0.008, -0.005, -0.025, 0.377, -0.001, 0.001, -0.001, -0.002, 0.002, 0.027, -0.015, 0.000, 0.020, 0.001, 0.021, 0.156, -0.001, 0.015, -0.019, 0.000], "multiplicity": 5, "gap_ha": [0.2665, 0.2416], "lumo_ev": [0.17, -1.45], "de_lowest_kcal_mol": 3.0, "total_charge": 0, "energy_ha": -2717.38288}

=====

{"formula": "C30H29AsBN8O7P2Ru", "method": "wB97M-V/def2-TZVPD", "elements": ["Ru", "C", "C", "N", "N", "C", "B", "N", "C", "C", "C", "N", "N", "C", "C", "C", "N", "N", "C", "C", "C", "N", "H", "H", "H", "H", "H", "H", "H", "H", "H", "H", "H", "H", "O", "P", "O", "O", "O", "P", "O", "O", "O", "H", "H", "C", "C", "C", "C", "C", "C", "As", "C", "C", "C", "C", "C", "C", "C", "C", "C", "C", "C", "C", "H", "H", "H", "H", "H", "H", "H", "H", "H", "H", "H", "H", "H", "H", "H"], "xyz": [[-1.3319, -0.8124, 0.6893], [-3.7239, 1.1442, 3.5484], [-3.2130, -0.0177, 2.9694], [-2.1739, 0.3073, 2.2027], [-1.9913, 1.6450, 2.2708], [-2.9329, 2.1688, 3.0730], [-0.8141, 2.2094, 1.4384], [0.3964, 1.2804, 1.7909], [1.4741, 1.5807, 2.5392], [2.0826, 0.4049, 2.9247], [1.2997, -0.6087, 2.3718], [0.3031, -0.0569, 1.6909], [-1.2575, 2.0675, -0.0472], [-1.6845, 3.0035, -0.9192], [-2.4309, 2.3890, -1.8989], [-2.4375, 1.0382, -1.5515], [-1.7396, 0.8600, -0.4404], [-0.4458, 3.6208, 1.7878], [-0.4009, 4.2162, 3.0110], [0.3086, 5.3806, 2.8854], [0.6865, 5.4130, 1.5283], [0.2493, 4.3519, 0.8767], [-4.5583, 1.2229, 4.2219], [-3.5339, -1.0461, 3.0490], [-2.9732, 3.2286, 3.2555], [1.7261, 2.6075, 2.7474], [2.9716, 0.2929, 3.5195], [1.3938, -1.6810, 2.4214], [-1.4207, 4.0354, -0.7659], [-2.9017, 2.8502, -2.7486], [-2.8937, 0.1977, -2.0482], [-0.8506, 3.7627, 3.8778], [0.5177, 6.1045, 3.6532], [1.2548, 6.1669, 1.0065], [-1.4241, -4.8305, 2.5534], [-2.1613, -3.4849, 2.1707], [-3.3233, -3.1709, 3.0021], [-1.0531, -2.4549, 1.9404], [-2.6643, -3.8484, 0.6218], [-2.8127, -2.6642, -0.4046], [-3.7024, -3.2366, -1.5491], [-3.3115, -1.4020, 0.2819], [-1.4448, -2.2432, -0.9396], [-1.9271, -5.3346, 3.2055], [-4.2372, -4.0073, -1.3154], [-0.5377, 0.0256, -5.4254], [-0.0727, 1.0490, -4.6135], [0.2526, 0.7932, -3.2893], [0.1001, -0.4881, -2.7723], [-0.3527, -1.5218, -3.5917], [-0.6696, -1.2596, -4.9141], [0.6212, -0.8625, -0.9550], [2.0873, 0.3587, -0.5975], [3.3214, -0.1977, -0.2642], [4.4238, 0.6221, -0.0686], [4.3030, 1.9970, -0.2007], [3.0710, 2.5549, -0.5131], [1.9665, 1.7418, -0.7081], [1.4427, -2.6014, -1.0031], [2.2488, -2.8743, -2.1063], [2.9036, -4.0937, -2.1873], [2.7563, -5.0304, -1.1721], [1.9500, -4.7514, -0.0784], [1.2869, -3.5349, 0.0107], [-0.7843, 0.2234, -6.4602], [0.0433, 2.0499, -5.0072], [0.6215, 1.6062, -2.6772], [-0.4421, -2.5262, -3.2085], [-1.0143, -2.0651, -5.5488], [3.4343, -1.2660, -0.1465], [5.3767, 0.1794, 0.1891], [5.1658, 2.6338, -0.0553], [2.9544, 3.6274, -0.5958], [1.0162, 2.2126, -0.9181], [2.3704, -2.1477, -2.9011], [3.5275, -4.3102, -3.0441], [3.2672, -5.9818, -1.2385], [1.8275, -5.4816, 0.7106], [0.6403, -3.3311, 0.8535]], "forces_ev_per_a": [[0.3, 0.3, -0.7], [0.0, 0.0, 0.0], [0.0, 0.1, 0.0], [0.0, 0.0, 0.0], [0.1, -0.1, -0.1], [0.1, 0.0, 0.0], [-0.1, 0.0, 0.0], [0.0, 0.0, 0.0], [0.0, 0.0, 0.0], [0.0, 0.0, 0.0], [0.0, 0.0, 0.0], [-0.3, -0.1, 0.0], [0.0, -0.1, 0.0], [0.0, 0.1, 0.1], [0.0, 0.0, 0.0], [-0.1, -0.1, 0.0], [0.2, 0.0, 0.1], [0.0, 0.0, 0.0], [0.0, 0.0, -0.1], [0.0, 0.0, 0.0], [0.0, 0.0, 0.0], [0.0, 0.0, 0.0], [0.0, 0.0, 0.0], [0.0, 0.0, 0.0], [0.0, 0.0, 0.0], [0.0, 0.0, 0.0], [0.0, 0.0, 0.0], [0.0, 0.0, 0.0], [0.0, 0.0, 0.0], [0.0, 0.0, 0.0], [0.0, 0.0, 0.0], [0.0, 0.0, 0.0], [0.0, 0.0, 0.0], [0.0, 0.0, 0.0], [0.1, 0.0, 0.0], [0.1, 0.0, 0.2], [0.0, 0.0, 0.0], [-0.2, -0.1, -0.1], [-0.2, 0.0, -0.1], [0.0, -0.2, 0.2], [0.0, 0.1, 0.0], [0.0, 0.0, 0.1], [0.2, 0.0, 0.0], [0.0, 0.0, 0.0], [0.0, 0.0, 0.0], [0.0, 0.0, 0.0], [0.0, 0.0, 0.0], [0.0, 0.2, 0.0], [0.1, -0.1, 0.0], [0.0, 0.0, 0.0], [0.0, 0.0, 0.0], [0.0, 0.1, 0.2], [0.0, -0.1, -0.1], [0.0, 0.0, 0.0], [0.0, 0.0, 0.0], [0.0, 0.0, 0.0], [0.0, 0.0, 0.0], [0.0, 0.1, 0.0], [0.0, 0.1, -0.1], [0.0, 0.0, 0.0], [0.0, 0.0, 0.0], [0.0, 0.0, 0.0], [0.0, 0.0, 0.0], [0.0, 0.0, 0.1], [0.0, 0.0, 0.0], [0.0, 0.0, 0.0], [-0.1, -0.2, -0.2], [0.0, -0.1, 0.1], [0.0, 0.0, 0.0], [0.0, -0.1, 0.0], [0.0, 0.0, 0.0], [0.0, 0.0, 0.0], [0.0, 0.0, 0.0], [0.1, 0.0, 0.1], [0.0, 0.0, 0.0], [0.0, 0.0, 0.0], [0.0, 0.0, 0.0], [0.0, 0.0, 0.0], [0.0, 0.0, 0.0]], "lowdin_charge": [1.276, -0.011, -0.070, -0.062, 0.042, -0.039, -0.657, 0.035, -0.029, -0.009, -0.102, -0.153, 0.028, -0.046, -0.021, -0.110, -0.101, -0.016, -0.089, -0.048, -0.135, 0.075, 0.109, 0.091, 0.126, 0.134, 0.112, 0.118, 0.118, 0.110, 0.127, 0.121, 0.101, 0.108, -0.080, 0.244, -0.247, -0.402, -0.221, 0.231, -0.028, -0.310, -0.395, 0.100, 0.117, -0.057, -0.058, -0.098, -0.341, -0.101, -0.055, 1.437, -0.320, -0.093, -0.061, -0.057, -0.058, -0.123, -0.359, -0.104, -0.058, -0.059, -0.051, -0.088, 0.113, 0.114, 0.084, 0.103, 0.113, 0.102, 0.113, 0.112, 0.110, 0.075, 0.114, 0.113, 0.112, 0.114, 0.070], "gap_ha": 0.2790, "lumo_ev": -4.28, "de_lowest_kcal_mol": 0.0, "total_charge": 1, "energy_ha": -5163.78040}

=====

{"formula": "C30H29BrFeN6O3Si", "method": "wB97M-V/def2-TZVPD", "elements": ["Fe", "O", "C", "C", "C", "C", "C", "C", "C", "N", "C", "C", "N", "C", "C", "C", "C", "C", "C", "C", "O", "H", "H", "H", "H", "H", "H", "H", "H", "H", "H", "H", "H", "H", "H", "C", "Si", "C", "C", "C", "C", "H", "H", "H", "H", "H", "H", "H", "H", "H", "N", "C", "O", "C", "C", "N", "C", "N", "H", "H", "Br", "C", "C", "C", "N", "C", "C", "H", "H", "H", "H"], "xyz": [[0.0686, 0.3192, -0.2193], [-1.1811, 0.2985, -1.7361], [-1.9946, 1.1127, -2.3105], [-2.3703, 0.9182, -3.6632], [-3.2296, 1.7833, -4.2972], [-3.7641, 2.8943, -3.6232], [-3.4169, 3.0891, -2.3074], [-2.5511, 2.2129, -1.6391], [-2.2033, 2.4736, -0.2734], [-1.4775, 1.7571, 0.4955], [-1.3232, 2.3115, 1.8508], [-0.0352, 1.7913, 2.4442], [0.8789, 1.7317, 1.3382], [2.0230, 2.2839, 1.3934], [2.8430, 2.4956, 0.2377], [4.1666, 2.9371, 0.3810], [4.9363, 3.2594, -0.7082], [4.3514, 3.1869, -1.9821], [3.0547, 2.7648, -2.1451], [2.2545, 2.3543, -1.0456], [1.0555, 1.9048, -1.2458], [-1.9408, 0.0681, -4.1802], [-3.4909, 1.6110, -5.3349], [-4.4236, 3.5854, -4.1305], [-3.8217, 3.9362, -1.7612], [-2.6339, 3.3981, 0.1278], [-2.1615, 1.9962, 2.4802], [-1.3166, 3.4039, 1.8111], [-0.2051, 0.7874, 2.8129], [0.3155, 2.4253, 3.2672], [2.3802, 2.6993, 2.3427], [4.5868, 2.9995, 1.3802], [5.9654, 3.5699, -0.5891], [4.9319, 3.4684, -2.8530], [2.6068, 2.7176, -3.1305], [-3.3955, -0.8277, 4.2408], [-2.0843, -1.9967, 3.5882], [-0.8721, -2.3120, 4.9787], [-2.9212, -3.6132, 3.1635], [-1.2273, -1.2741, 2.1688], [-0.6519, -0.7268, 1.2462], [-3.8991, -1.2588, 5.1100], [-4.1516, -0.6163, 3.4804], [-2.9556, 0.1261, 4.5447], [-1.3653, -2.7724, 5.8389], [-0.4099, -1.3789, 5.3107], [-0.0693, -2.9762, 4.6502], [-3.3682, -4.0662, 4.0522], [-2.2052, -4.3240, 2.7437], [-3.7113, -3.4655, 2.4233], [2.2921, -0.1669, -2.6898], [2.6942, -0.5569, -1.4530], [1.8751, -0.5688, -0.4858], [4.0133, -1.0407, -1.2912], [4.9508, -0.9295, -2.3462], [5.7166, -0.8171, -3.2065], [4.4268, -1.6299, -0.0699], [4.7921, -2.1261, 0.9080], [1.4610, 0.4090, -2.7024], [3.0069, 0.0527, -3.3630], [-0.9100, -6.6912, -1.8272], [-0.6130, -4.8524, -1.4739], [0.4245, -4.4706, -0.6469], [0.6000, -3.1130, -0.4249], [-0.1747, -2.1810, -0.9751], [-1.1697, -2.5709, -1.7662], [-1.4355, -3.9042, -2.0489], [1.0809, -5.1965, -0.1896], [1.4013, -2.7504, 0.2073], [-1.7688, -1.7749, -2.1871], [-2.2543, -4.1844, -2.6957]], "forces_ev_per_a": [[0.3, 2.7, 1.3], [0.6, -0.8, -0.4], [0.2, -0.1, 0.1], [0.0, -0.1, -0.1], [0.0, 0.1, 0.1], [0.0, -0.1, -0.1], [0.0, 0.0, 0.0], [0.0, 0.3, -0.1], [-0.2, -0.1, 0.0], [0.3, 0.3, -0.2], [-0.3, -0.3, 0.2], [0.2, 0.1, 0.3], [0.2, -1.3, 0.0], [0.1, 0.1, -0.1], [0.2, -0.2, 0.0], [0.0, 0.0, 0.0], [0.0, 0.0, -0.1], [0.0, 0.0, 0.1], [0.0, 0.1, -0.1], [-0.2, -0.1, -0.1], [-0.4, -0.2, -0.4], [0.0, 0.0, 0.0], [0.0, 0.0, 0.0], [0.0, 0.0, 0.0], [0.0, 0.0, 0.0], [0.0, -0.1, 0.1], [-0.1, 0.0, -0.1], [0.0, 0.0, -0.1], [0.1, 0.0, 0.2], [0.1, 0.1, -0.1], [-0.1, 0.1, 0.0], [0.0, 0.0, 0.0], [0.0, 0.0, 0.0], [0.0, 0.0, 0.0], [0.0, 0.0, 0.0], [-0.1, 0.2, -0.1], [-0.1, -0.1, 0.3], [0.2, 0.0, 0.0], [0.0, -0.1, -0.2], [0.0, -0.2, 0.0], [-0.1, -0.2, -0.7], [0.0, 0.0, 0.0], [0.0, 0.0, 0.0], [0.0, 0.0, 0.0], [0.0, 0.0, 0.0], [0.0, 0.0, 0.0], [0.0, 0.0, 0.0], [0.0, 0.0, 0.0], [0.0, 0.0, 0.0], [0.0, 0.0, 0.0], [-0.2, -0.1, 0.0], [-0.1, -0.3, -0.2], [-0.4, 0.4, 0.4], [0.2, 0.0, 0.1], [0.0, 0.0, 0.2], [-0.1, 0.0, 0.0], [0.0, 0.1, -0.1], [-0.1, 0.0, 0.0], [0.0, 0.1, 0.0], [0.0, -0.1, 0.0], [0.0, 0.0, 0.0], [0.0, 0.0, 0.0], [0.0, 0.0, 0.0], [0.0, 0.1, -0.1], [-0.3, -0.2, -0.3], [0.1, -0.1, 0.1], [0.0, 0.0, 0.0], [0.0, 0.0, 0.0], [0.0, 0.0, 0.0], [0.0, 0.0, 0.0], [0.0, 0.0, 0.0]], "mulliken_spin": [0.996, 0.038, -0.003, 0.007, -0.003, 0.003, -0.008, 0.001, 0.011, -0.022, 0.000, -0.004, -0.023, 0.010, 0.000, -0.001, -0.002, 0.001, -0.001, 0.006, 0.008, 0.001, 0.000, 0.000, 0.000, -0.001, 0.000, 0.001, 0.002, 0.000, 0.000, 0.000, 0.000, 0.000, 0.000, 0.001, 0.000, 0.002, 0.001, 0.027, -0.080, 0.000, 0.000, 0.000, 0.000, 0.000, 0.000, 0.000, 0.000, 0.000, 0.002, -0.012, 0.012, 0.000, 0.000, 0.000, 0.001, 0.000, -0.003, 0.000, 0.000, -0.002, 0.004, 0.002, 0.017, 0.005, 0.004, 0.000, -0.001, -0.002, 0.000], "multiplicity": 2, "gap_ha": [0.2545, 0.2645], "lumo_ev": [1.95, 2.22], "de_lowest_kcal_mol": 40.6, "total_charge": -1, "energy_ha": -5842.12063}